*i*
Formula: C4H6O2
Source: OMol25
Level of theory: ωB97M-V/def2-TZVPD

CARTESIAN COORDINATES (ANGSTROEM)
C1 -0.87 0.94 0.46
O1 -1.82 0.08 -0.20
C2 -0.85 -0.95 -0.41
C3 0.23 -0.06 0.17
C4 1.62 0.07 -0.20
O2 1.23 -0.36 1.11
H1 -0.81 1.94 0.01
H2 -1.07 1.03 1.53
H3 -1.07 -1.88 0.13
H4 -0.72 -1.16 -1.48
H5 2.11 -0.72 -0.78
H6 2.02 1.07 -0.32

Values from the calculation:
- frontier orbital gap (eV) = 10.9
- SMILES string = C1OCC12CO2
- net charge = 0

Löwdin population analysis, charges in e, atoms 1 to 6:
1. C -0.088
2. O -0.101
3. C -0.089
4. C -0.421
5. C -0.061
6. O 0.012

=====

*ii*
Formula: C4H6O2
Source: OMol25
Level of theory: ωB97M-V/def2-TZVPD

CARTESIAN COORDINATES (ANGSTROEM)
C1 -0.01 1.78 0.38
C2 -0.29 0.34 -0.06
C3 0.64 -0.81 0.17
O1 1.80 -0.82 0.51
C4 -0.04 -2.10 -0.37
O2 -1.23 -2.26 -0.37
H1 -0.22 1.93 1.45
H2 1.01 2.11 0.18
H3 -0.70 2.44 -0.16
H4 -0.30 0.22 -1.15
H5 -1.30 0.02 0.22
H6 0.65 -2.85 -0.80

Values from the calculation:
- frontier orbital gap (eV) = 9.4
- SMILES string = CCC(=O)C=O
- net charge = 0

Löwdin population analysis, charges in e, atoms 1 to 6:
1. C -0.080
2. C -0.186
3. C -0.366
4. O 0.109
5. C -0.164
6. O 0.072

=====

Most stable: *ii*